(1)
ORCA calculation (the ωB97M-V functional and the def2-TZVPD basis) on a single C3H6N4S molecule at a distorted geometry.

```
14
Properties=species:S:1:pos:R:3:lowdin_charge:R:1
C 2.242 -0.782 -0.946 -0.43
H -2.727 1.576 -0.323 0.05
S -2.316 -0.895 0.032 0.77
N -0.082 -1.682 -0.970 -0.05
H -1.807 1.130 1.334 0.07
C 1.076 -1.312 -1.647 -0.31
N -0.802 -0.668 -0.872 -0.32
C -2.639 0.871 0.544 -0.40
N 2.684 0.257 -0.250 0.16
H 2.025 0.962 0.006 0.09
N 2.385 -1.990 -1.225 0.19
H -3.590 0.843 0.916 -0.04
H 3.210 0.105 0.582 0.10
H 0.950 -1.162 -2.694 0.11
```

Structure (SMILES) = CS/N=N/[C@@H]1N=C1N
Gap between HOMO and LUMO = 9.5 eV
Net charge = 0
E_tot = -734.990900 hartree
Lowest unoccupied orbital energy = 0.5 eV
ΔE to the lowest compared entry with this formula, charge and spin = 97.2 kcal/mol


(2)
ORCA calculation (the ωB97M-V functional and the def2-TZVPD basis) on a molecular structure, C25H24ClIN4O3Rh.

```
59
Properties=species:S:1:pos:R:3:lowdin_charge:R:1
H -4.358 -3.714 2.427 0.08
H -0.010 0.788 3.684 0.09
I 3.668 4.371 -1.954 0.82
C -2.659 1.735 -2.271 -0.12
N 1.888 0.597 -1.590 0.02
H -1.472 -0.114 -2.727 0.09
H -2.921 -2.604 4.115 0.09
C -1.768 0.669 -2.042 -0.18
O 1.253 -0.986 3.162 -0.07
H 2.346 1.094 3.616 0.10
C 0.949 2.614 3.080 -0.21
C 3.176 4.279 2.786 -0.11
C 2.561 1.504 -2.312 -0.14
C -3.259 -2.891 0.769 -0.11
C 0.795 3.951 2.720 -0.06
C -1.506 2.033 1.157 -0.08
O 1.030 -3.499 0.368 0.05
H 4.039 4.919 2.654 0.10
N -0.635 1.294 1.765 -0.07
H 3.410 -0.380 1.604 0.06
H 1.120 -3.096 -2.802 0.06
H -3.184 1.944 -3.190 0.07
C -1.373 -1.450 1.310 -0.23
H -0.424 -3.733 -2.219 0.07
Cl 1.315 -5.303 -2.009 0.54
C 2.714 2.606 -1.496 -0.77
O 0.599 -1.649 -0.847 -0.22
H -1.098 2.189 3.595 0.12
N 1.594 1.045 -0.369 -0.02
N -1.299 0.699 -0.795 -0.03
C 0.640 -3.654 -2.003 -0.50
H -1.951 2.878 1.682 0.13
C -2.728 -2.459 3.057 -0.11
C 2.233 2.129 3.322 -0.03
C -2.201 -2.082 0.376 -0.12
C -1.664 -1.657 2.658 -0.11
C -1.876 1.779 -0.186 -0.33
H -3.314 3.333 -0.867 0.09
C -3.533 -3.084 2.116 -0.13
H 3.181 -2.110 1.948 0.08
H -0.199 4.345 2.539 0.11
H 1.536 -0.336 -1.814 0.13
C 1.898 4.779 2.571 -0.10
H -2.020 -1.931 -0.682 0.08
C 3.338 2.956 3.172 -0.08
C 0.794 -2.920 -0.667 -0.71
Rh 0.080 -0.262 0.630 1.04
H 1.761 5.813 2.278 0.10
C -0.248 1.688 3.122 -0.15
H 2.787 -1.453 0.339 0.04
C 1.388 -0.929 1.951 -0.49
H 1.975 2.851 0.612 0.09
C 2.084 2.269 -0.287 -0.16
H -1.027 -1.213 3.412 0.07
H 2.878 1.318 -3.323 0.11
C 2.780 -1.254 1.406 -0.08
H -3.878 -3.369 0.016 0.09
C -2.730 2.449 -1.075 -0.08
H 4.332 2.562 3.345 0.10
```

Gap between HOMO and LUMO = 6.8 eV
Net charge = -1
E_tot = -2280.364262 hartree
Lowest unoccupied orbital energy = 2.0 eV
ΔE to the lowest compared entry with this formula, charge and spin = 0.0 kcal/mol


(3)
ORCA calculation (the ωB97M-V functional and the def2-TZVPD basis) on a single C5H3NO molecule.

```
10
Properties=species:S:1:pos:R:3:lowdin_charge:R:1
H 1.312 1.775 0.750 0.10
N 0.145 2.050 1.010 0.17
H -0.235 -2.114 -0.048 0.13
C 1.839 0.483 0.055 0.03
O -2.302 -0.157 0.173 0.17
C -0.230 1.022 0.535 -0.09
H -0.396 -1.313 -1.619 0.13
C -0.140 -1.152 -0.565 -0.12
C 1.126 -0.452 -0.341 -0.20
C -1.120 -0.142 0.049 -0.33
```

Gap between HOMO and LUMO = 8.9 eV
Net charge = 0
E_tot = -322.088001 hartree
Lowest unoccupied orbital energy = -1.1 eV
ΔE to the lowest compared entry with this formula, charge and spin = 127.9 kcal/mol


(4)
ORCA calculation (the ωB97M-V functional and the def2-TZVPD basis) on 5 unconnected molecules or ions with the total composition C24H45BN3O6 at a distorted geometry.

```
79
Properties=species:S:1:pos:R:3:lowdin_charge:R:1
H 7.969 2.409 2.891 0.09
H -8.196 2.280 -3.143 0.08
C 7.398 2.481 0.102 -0.02
H -3.537 3.616 -2.747 0.13
H -2.336 1.246 -5.253 0.14
C 1.660 -1.611 3.891 -0.02
C 2.656 -0.486 3.975 -0.50
H 8.009 1.646 -0.248 0.09
N -3.242 3.130 -3.611 0.17
C 5.603 -3.160 7.752 -0.02
H 4.891 -3.435 8.533 0.08
C 4.852 -2.706 6.529 -0.49
H 6.296 -1.431 5.598 0.09
O -1.109 0.484 -3.052 -0.23
H -1.604 2.000 -1.138 0.06
C -7.941 1.313 -3.700 -0.01
C -0.344 2.492 0.723 -0.07
O 5.369 2.080 1.277 0.04
H 2.053 -2.394 3.240 0.09
H -1.248 2.944 1.260 0.09
H -3.639 0.463 -2.884 0.13
C -4.909 -2.803 -0.114 -0.02
C -2.781 0.266 -4.822 -0.13
C -1.526 -0.449 -4.074 -0.31
C 0.329 0.657 -3.002 -0.16
O 3.714 -0.531 3.374 0.03
H 0.756 1.312 -3.842 0.14
O -6.393 0.533 -5.703 0.10
H 2.154 0.377 5.868 0.09
H -7.105 -2.628 -1.922 0.09
H -5.798 -2.467 0.424 0.09
H 1.211 2.775 2.404 0.09
H -4.303 -3.414 0.558 0.09
H 1.491 -2.033 4.884 0.08
H -8.831 1.059 -4.369 0.09
H -0.703 -0.759 -4.807 0.16
C -6.160 -2.957 -2.360 -0.03
H 6.233 -2.349 8.123 0.09
H -3.235 -0.400 -5.628 0.14
H 0.834 -0.375 -3.032 0.14
C 5.664 -2.282 5.334 -0.02
H 0.720 -1.244 3.470 0.08
H -5.711 3.431 -4.311 0.18
H -1.434 -2.645 -3.305 0.09
C 0.645 1.266 -1.531 -0.13
C 2.294 0.697 4.833 -0.02
C -4.207 2.070 -3.931 -0.23
H 8.032 3.329 0.367 0.09
H -2.502 -1.469 -2.305 0.09
C -5.313 -3.627 -1.309 -0.51
C -2.166 -1.776 -3.369 -0.03
H -2.351 2.633 -3.393 0.09
H 6.277 -3.116 4.985 0.09
H -6.374 -3.669 -3.160 0.09
H 6.725 2.784 -0.703 0.08
C 2.240 1.769 0.521 -0.03
N -3.875 0.648 -3.871 0.03
O 3.634 -2.684 6.506 0.06
H 7.946 0.726 2.276 0.09
B -6.560 1.414 -4.571 -0.39
H 3.261 1.735 1.019 0.06
C 7.338 1.600 2.519 -0.02
H 2.938 0.734 -1.506 0.11
H -5.622 -2.105 -2.784 0.06
H -3.135 -2.081 -3.911 0.08
H -5.788 1.036 -6.307 0.12
H 6.213 -4.033 7.511 0.09
C 1.071 2.381 1.332 -0.07
H -7.817 0.493 -2.912 0.08
O -4.970 -4.787 -1.421 0.08
H 6.625 1.324 3.300 0.08
H 1.383 1.165 4.454 0.07
C 2.069 1.193 -0.916 -0.01
H 3.104 1.429 4.800 0.08
N -5.456 2.434 -4.260 0.23
H 4.990 -1.981 4.529 0.05
H -4.316 -1.945 -0.438 0.07
C -0.540 1.915 -0.728 -0.04
C 6.586 2.056 1.297 -0.49
```

Gap between HOMO and LUMO = 6.5 eV
Net charge = +1
E_tot = -1581.680920 hartree
Lowest unoccupied orbital energy = -4.2 eV


(5)
ORCA calculation (the ωB97M-V functional and the def2-TZVPD basis) on a molecular structure, C44H53N7O9PSTl at a distorted geometry.

```
116
Properties=species:S:1:pos:R:3:lowdin_charge:R:1
N -2.759 7.276 -4.191 -0.32
H -1.986 5.620 -6.068 0.13
H -0.900 -2.392 6.478 0.07
C 4.056 -2.482 -2.568 -0.10
C 6.901 0.948 1.557 -0.18
C -2.785 -1.777 -2.384 -0.26
H 0.411 4.624 1.422 0.08
P 2.986 1.066 -0.800 1.06
H -1.562 6.691 -1.919 0.14
H -2.491 -8.411 3.466 0.06
C 5.723 0.905 -0.554 -0.17
H -1.536 0.525 -3.495 0.05
C -0.413 4.350 -0.988 -0.61
H -4.753 -1.706 -1.662 0.10
H 3.568 -3.189 -4.522 0.08
O 2.695 2.083 3.057 0.05
C 6.905 0.791 0.173 -0.19
H -1.679 -0.478 -4.900 0.07
C -1.927 -2.839 -3.105 -0.38
Tl -0.232 0.910 0.979 0.88
C -2.427 -0.892 6.785 -0.27
H -4.779 -4.151 -0.722 0.07
O -0.175 5.337 -0.205 -0.08
H -1.933 -6.735 5.230 0.09
C -2.989 -0.755 5.342 -0.18
C 2.633 -1.274 -4.109 -0.10
O -2.345 0.082 -0.855 -0.07
H 1.961 0.617 -3.499 0.10
O -2.227 -3.364 -4.167 0.06
O -0.262 3.116 -0.726 -0.16
C -1.913 -7.515 3.162 -0.11
C 3.284 2.498 -1.887 -0.35
C -1.416 5.909 -2.700 0.07
C 3.427 -2.394 -3.806 -0.11
H 5.728 0.868 -1.649 0.09
S 0.858 -1.221 3.100 0.58
H -3.891 -1.278 -4.160 0.10
H -0.926 -5.353 1.861 0.12
H 4.450 1.414 -3.355 0.09
H 7.801 0.611 -0.422 0.06
C 4.436 3.545 -3.725 -0.11
C -1.243 -4.645 2.622 -0.21
C -0.846 3.713 -3.421 0.02
C -0.589 -2.913 -0.971 -0.51
C -1.664 5.302 -5.042 -0.02
H 4.194 5.622 -3.910 0.09
C -1.880 -0.775 4.293 -0.26
C 2.500 -0.255 -3.197 -0.14
C -4.070 -2.504 -1.856 -0.17
C 5.816 1.417 2.205 -0.10
C -1.158 4.036 -4.756 -0.05
H 0.008 -3.432 1.400 0.08
C -3.921 -3.467 -0.662 -0.07
C 4.537 1.424 1.542 -0.27
N -1.961 4.459 1.916 0.17
H 5.169 3.476 -4.505 0.09
N 0.235 3.986 2.214 0.17
H -1.692 -0.061 6.922 0.12
C -1.869 6.185 -3.986 -0.19
O 0.150 -3.630 -0.267 -0.01
H -0.836 -7.830 3.220 0.09
H -2.989 -4.025 -0.686 0.06
C 3.424 1.779 2.180 -0.21
H 2.152 3.745 -0.589 0.09
N -1.175 -1.804 -0.476 0.15
C 3.154 -0.306 -1.984 -0.36
C -1.064 3.571 2.377 -0.69
H -0.571 2.720 -3.203 0.09
H 4.458 -1.441 -0.683 0.10
H -0.262 -3.987 -2.802 0.14
N -1.565 -2.081 3.812 -0.01
C 2.998 4.822 -2.276 -0.08
C -2.055 -6.380 4.213 -0.28
C 2.706 3.693 -1.525 -0.10
C 4.103 2.387 -3.021 -0.10
H -2.294 -4.427 2.435 0.11
H -2.301 -2.750 3.622 0.12
H -2.240 -7.185 2.169 0.06
C 4.523 1.129 0.110 -0.38
H -1.034 3.305 -5.576 0.11
H -4.413 -3.030 -2.737 0.10
H -0.944 -0.307 4.625 0.08
H -1.700 5.065 1.151 0.08
H -0.054 -5.539 4.214 0.12
C -2.256 0.105 -4.175 -0.08
H -4.001 -2.895 0.275 0.08
O -1.388 2.451 2.907 -0.17
H 2.564 5.790 -2.015 0.10
H -1.376 -2.177 8.191 0.06
O -3.165 7.477 -5.367 0.01
H -2.183 -0.085 3.479 0.11
O -3.121 7.962 -3.204 0.04
H -2.910 4.151 2.007 0.10
H 2.172 -1.171 -5.097 0.10
C -3.314 -0.719 -3.425 -0.18
H -2.425 -3.047 7.040 0.07
H 4.656 -3.367 -2.388 0.09
C -1.091 -5.201 4.034 -0.21
H -3.233 -0.711 7.499 0.09
N -0.409 -3.464 2.377 -0.01
H 0.918 3.398 2.660 0.06
C -0.911 4.636 -2.361 -0.09
H -3.735 -1.520 5.117 0.10
H 7.821 0.821 2.137 0.09
H 5.861 1.744 3.249 0.10
C -2.082 -1.092 -1.155 -0.48
C 3.877 4.738 -3.353 -0.13
H -3.972 0.015 -2.919 0.12
H -1.274 -4.460 4.833 0.10
H -3.424 0.252 5.264 0.11
C 3.953 -1.454 -1.629 -0.05
N -0.821 -3.288 -2.339 0.20
H -3.079 -5.962 4.176 0.10
C -1.742 -2.197 7.169 -0.12
C -0.418 -2.310 3.103 -0.83
H -2.745 0.942 -4.665 0.07
```

Gap between HOMO and LUMO = 2.6 eV
Net charge = -2
E_tot = -3680.994039 hartree
Lowest unoccupied orbital energy = 2.9 eV
ΔE to the lowest compared entry with this formula, charge and spin = 0.0 kcal/mol


(6)
ORCA calculation (the ωB97M-V functional and the def2-TZVPD basis) on a molecular structure, C27H25MnN8O7S.

```
69
Properties=species:S:1:pos:R:3:lowdin_charge:R:1
C 1.073 -0.179 -2.347 -0.44
O 1.958 1.007 2.222 -0.16
C 0.172 -0.175 -4.567 -0.06
O 1.924 0.121 -1.485 -0.02
N -0.006 -0.958 -2.022 0.06
H 3.288 -3.659 -1.752 0.11
H 0.351 0.141 -5.578 0.11
N 1.186 0.148 -3.641 -0.05
C -0.948 2.549 2.573 0.07
H 1.742 -2.713 4.807 0.11
H 1.814 -1.357 6.867 0.10
C 1.806 -1.632 4.748 -0.05
C -1.974 3.350 -2.284 -0.96
N -2.416 4.506 -2.829 0.07
C 0.127 -4.844 -3.620 -0.06
O -2.537 0.384 0.171 -0.03
O -0.633 4.812 5.281 0.07
C 1.956 0.510 5.783 -0.07
Mn 1.606 0.371 0.507 0.88
C 1.073 -2.560 -0.790 -0.27
H 1.454 -6.039 -4.807 0.10
O 0.065 -1.607 -0.804 0.03
C 1.850 -0.883 5.896 -0.10
C -2.482 3.061 4.389 0.00
C 1.840 -1.031 3.475 -0.14
C 1.930 0.380 3.365 -0.32
N -0.325 4.228 4.260 -0.35
H -0.959 -3.570 -2.279 0.10
O 0.700 4.420 3.640 0.08
H -0.764 -5.176 -4.137 0.11
H -1.879 -0.752 -4.779 0.12
C 2.410 -4.000 -2.284 -0.02
N -2.286 -1.515 -2.128 0.14
C 0.016 -3.931 -2.583 -0.02
C 2.241 1.070 -4.044 -0.02
N 1.873 -2.614 0.194 0.14
C -1.874 1.653 2.054 -0.10
C 1.371 -5.331 -3.992 -0.08
C 2.004 1.129 4.558 -0.01
C -3.094 1.471 2.696 0.00
H -2.421 -1.034 -1.232 0.07
H 2.097 2.203 4.468 0.11
H 1.888 -2.975 2.535 0.13
H 3.131 0.888 -3.450 0.09
H 1.914 2.103 -3.916 0.06
C -1.285 3.243 3.719 -0.13
H 2.006 1.116 6.681 0.11
C -1.033 -0.692 -4.110 -0.03
S -0.360 2.916 -2.365 0.64
C 1.160 -3.508 -1.915 -0.15
N 1.785 -1.542 1.102 -0.04
H 0.011 2.694 2.099 0.12
H -4.336 1.993 4.366 0.11
N -2.904 2.576 -1.702 0.11
H -2.685 3.622 5.288 0.12
H -2.598 1.820 -1.100 0.05
C -1.575 0.880 0.790 -0.58
C 1.837 -1.906 2.338 -0.04
H -3.832 2.932 -1.541 0.11
H 3.484 -5.290 -3.609 0.10
H -3.117 -1.466 -2.697 0.10
C 2.513 -4.911 -3.321 -0.07
C -1.173 -1.056 -2.800 -0.31
C -3.391 2.157 3.864 -0.05
H 2.461 0.885 -5.093 0.09
O -0.371 0.795 0.434 -0.08
H -1.722 5.131 -3.195 0.08
H -3.801 0.777 2.262 0.12
H -3.334 4.866 -2.633 0.10
```

Gap between HOMO and LUMO (alpha / beta) = 5.9 / 7.3 eV
Net charge = 0
Multiplicity = 5
E_tot = -3557.718352 hartree
Lowest unoccupied orbital energy (alpha / beta) = 0.0 / -0.1 eV
ΔE to the lowest compared entry with this formula, charge and spin = 116.9 kcal/mol


(7)
ORCA calculation (the ωB97M-V functional and the def2-TZVPD basis) on a molecular structure, C10H10HfI2NOS2Te at a distorted geometry.

```
28
Properties=species:S:1:pos:R:3:lowdin_charge:R:1
C -2.551 -0.769 -3.088 0.03
C 5.212 -1.035 3.178 -0.22
I -2.394 3.912 1.273 0.85
H 6.070 -1.657 2.962 0.09
H -0.492 2.303 2.020 -0.29
C -2.592 -2.173 -3.436 -0.06
H 4.203 -1.159 1.238 0.09
Te 1.496 0.717 1.693 0.70
H -1.668 -4.064 -3.126 0.11
I -3.263 2.522 -1.246 1.04
H -3.902 5.058 -0.631 -0.01
S 0.463 -0.352 -0.596 0.34
S 3.570 0.448 4.339 0.92
C -0.667 -2.499 -1.977 -0.04
H 5.660 -0.501 5.267 0.06
C 5.006 -0.425 4.409 -0.44
C 4.204 -0.766 2.246 -0.27
N -1.580 -0.356 -2.222 -0.17
O -1.422 0.946 -1.804 -0.69
C -1.681 -3.009 -2.898 -0.05
H -4.906 3.958 0.321 -0.01
H -3.355 -2.509 -4.119 0.10
C -3.908 4.101 -0.102 -1.17
H -3.230 -0.019 -3.460 0.11
Hf -0.898 1.632 0.222 0.53
H 0.058 -3.177 -1.552 0.11
C -0.637 -1.183 -1.657 -0.63
C 3.205 0.056 2.746 -1.03
```

Gap between HOMO and LUMO (alpha / beta) = 5.2 / 5.0 eV
Net charge = 0
Multiplicity = 2
E_tot = -2224.574942 hartree
Lowest unoccupied orbital energy (alpha / beta) = -0.6 / -0.8 eV


(8)
ORCA calculation (the ωB97M-V functional and the def2-TZVPD basis) on 6 unconnected molecules or ions with the total composition C6H24N6O6 at a distorted geometry.

```
42
Properties=species:S:1:pos:R:3:lowdin_charge:R:1
O -4.392 0.121 0.771 -0.14
H 1.823 -0.623 1.223 0.08
H 0.915 -2.349 -0.418 0.10
H -2.774 0.437 3.635 0.10
C 1.103 1.773 -0.025 -0.15
O -2.672 1.826 -3.128 -0.10
H -0.604 -2.074 0.320 0.15
N 0.045 -1.849 -0.453 0.20
N -3.512 0.401 2.937 0.13
H 4.565 -1.528 -2.985 0.08
H -2.091 2.247 -1.287 0.07
N 0.610 -0.618 -2.170 0.14
N 0.561 -1.307 3.971 0.15
H -3.554 1.622 -2.851 0.08
O 2.958 -2.138 -1.792 -0.16
C 3.825 -1.107 -2.337 -0.11
C -2.145 2.752 -2.262 -0.21
H -0.168 -0.859 4.592 0.15
H 1.496 -1.156 -2.267 0.07
C -3.348 0.226 1.649 -0.69
O 1.972 0.695 -0.282 -0.16
H 4.198 -0.371 -1.664 0.08
H 1.112 2.471 -0.879 0.09
N 1.647 -1.150 2.053 0.20
H 3.204 -0.575 -3.075 0.08
H -4.447 0.791 3.146 0.12
H -1.126 3.122 -2.487 0.08
H 3.410 -3.006 -1.911 0.11
H 0.799 -2.303 4.150 0.13
H -1.335 0.368 1.937 0.05
O 0.176 0.522 2.587 -0.12
H 1.453 2.315 0.862 0.09
C 0.864 -0.620 2.881 -0.62
H 1.502 0.206 -0.973 -0.01
H -1.897 0.074 0.344 0.03
N -2.135 0.077 1.343 0.16
H 0.139 1.399 0.254 0.05
H -2.753 3.604 -2.122 0.06
H 0.391 -0.099 -3.037 0.16
C -0.325 -0.947 -1.270 -0.55
H 2.077 -2.048 2.188 0.13
O -1.568 -0.323 -1.172 -0.09
```

Structure (SMILES) = NC(N)=O.NC(N)=O.NC(N)=O.CO.CO.CO
Gap between HOMO and LUMO = 7.5 eV
Net charge = 0
E_tot = -1022.930382 hartree
Lowest unoccupied orbital energy = -0.3 eV
ΔE to the lowest compared entry with this formula, charge and spin = 113.6 kcal/mol